Record 1
{
  "formula": "C17H22ClN3O4S2",
  "method": "the ωB97M-V functional and the def2-TZVPD basis",
  "multiplicity": 1,
  "orbital_gap_ev": 8.15,
  "species": ["C", "O", "C", "C", "N", "S", "O", "O", "C", "C", "C", "Cl", "C", "O", "C", "C", "C", "C", "C", "N", "C", "C", "N", "C", "C", "C", "S", "H", "H", "H", "H", "H", "H", "H", "H", "H", "H", "H", "H", "H", "H", "H", "H", "H", "H", "H", "H", "H", "H"],
  "positions_angstrom": [[-2.630, 5.089, -2.684], [-3.066, 4.238, -1.599], [-2.006, 3.745, -0.816], [-2.505, 2.943, 0.360], [-3.377, 1.802, -0.032], [-4.243, 1.134, 1.271], [-4.894, 2.258, 1.959], [-5.201, 0.200, 0.719], [-2.972, 0.302, 2.269], [-2.639, 0.559, 3.590], [-1.547, -0.278, 4.054], [-0.897, -0.093, 5.663], [-1.149, -1.265, 3.127], [-0.175, -2.226, 3.332], [0.183, -3.011, 2.264], [-0.707, -4.026, 1.803], [-0.275, -4.904, 0.784], [1.001, -4.751, 0.216], [1.899, -3.763, 0.668], [3.244, -3.645, 0.239], [3.821, -2.303, -0.013], [4.228, -2.139, -1.486], [5.011, -3.297, -1.922], [4.288, -4.561, -1.774], [4.029, -4.795, -0.265], [1.483, -2.922, 1.710], [-2.078, -1.057, 1.601], [-2.476, 6.110, -2.319], [-1.741, 4.758, -3.174], [-3.425, 5.053, -3.428], [-1.415, 4.626, -0.458], [-1.404, 3.115, -1.447], [-1.629, 2.527, 0.860], [-2.973, 3.668, 1.076], [-4.071, 2.125, -0.710], [-3.095, 1.331, 4.208], [-1.691, -4.116, 2.246], [-0.890, -5.734, 0.439], [1.321, -5.431, -0.567], [3.154, -1.482, 0.213], [4.696, -2.188, 0.629], [3.367, -2.046, -2.157], [4.866, -1.254, -1.648], [5.910, -3.334, -1.454], [3.341, -4.581, -2.345], [4.921, -5.390, -2.179], [3.446, -5.721, -0.179], [4.999, -4.971, 0.227], [2.161, -2.179, 2.111]],
  "atomic_forces_ev_per_a": [[-1.2, -0.2, 0.9], [-0.2, 0.3, -0.7], [0.1, 0.8, -0.2], [-0.3, 0.6, 0.9], [0.4, 0.1, 0.8], [-2.2, 1.8, -0.4], [1.8, -1.6, 0.3], [1.5, -0.1, 0.2], [0.0, 0.1, 0.5], [0.7, -0.5, -1.0], [-0.4, -1.0, -0.9], [-0.1, -0.2, -0.7], [-0.6, 1.2, 0.3], [-1.2, 1.8, 0.2], [0.4, -2.1, -2.1], [0.9, 0.4, -0.2], [0.7, 0.9, 0.5], [0.0, 0.0, 0.2], [0.4, -0.4, 0.4], [-0.2, 0.1, 0.0], [0.1, -0.5, -0.4], [0.9, -0.6, 0.1], [-0.5, 0.0, -1.1], [1.0, -0.6, 0.6], [-1.3, 0.1, -1.4], [-1.5, 0.5, 0.6], [0.5, 0.2, 1.2], [-0.1, -0.1, -0.1], [0.9, -0.6, -0.1], [-0.1, 0.2, 0.1], [-0.1, -0.8, 0.0], [0.7, -0.3, -0.3], [0.1, 0.0, 0.0], [-0.1, -0.8, -0.5], [-0.1, -0.3, 0.2], [0.1, -0.2, -0.3], [0.1, 0.0, 0.0], [0.0, 0.4, 0.1], [-0.1, 0.1, 0.1], [-0.5, -0.2, 0.4], [0.2, 0.1, 0.0], [-0.1, -0.1, 0.3], [-0.4, -0.1, 0.3], [-0.1, -0.1, 0.0], [0.4, 0.4, 0.3], [-0.4, 0.6, 0.3], [0.0, 0.3, 0.4], [-0.3, 0.5, 0.3], [0.0, -0.1, 0.1]]
}



Record 2
{
  "formula": "C5H9NO",
  "method": "the ωB97M-V functional and the def2-TZVPD basis",
  "multiplicity": 1,
  "orbital_gap_ev": [8.21, 6.92],
  "species": ["C", "C", "C", "C", "O", "C", "N", "H", "H", "H", "H", "H", "H", "H", "H", "H"],
  "positions_angstrom": [[-1.566, -1.037, 0.515], [-0.791, 0.051, -0.188], [-0.851, 0.049, -1.696], [1.829, 0.365, 0.854], [3.067, 0.025, 1.159], [-0.501, 1.215, 0.477], [0.064, 2.071, 1.077], [-1.217, -2.022, 0.182], [-1.454, -0.985, 1.602], [-2.644, -0.994, 0.294], [-1.878, 0.169, -2.075], [-0.483, -0.907, -2.088], [-0.250, 0.852, -2.134], [1.631, 0.838, -0.089], [1.109, 0.032, 1.576], [3.702, 0.325, 0.491]],
  "atomic_forces_ev_per_a": [[0.1, -0.1, 0.1], [-0.6, 0.0, -0.2], [0.1, 0.0, -0.1], [-0.2, 0.0, -0.1], [0.7, -0.1, 0.0], [0.7, 0.9, 0.6], [-0.8, -0.7, -0.6], [0.0, 0.1, 0.0], [0.0, 0.0, -0.2], [0.2, 0.1, 0.0], [0.1, 0.0, 0.2], [0.0, 0.1, 0.1], [-0.1, -0.1, 0.1], [0.0, -0.1, 0.1], [0.0, 0.0, -0.1], [-0.2, 0.0, 0.1]]
}



Record 3
{
  "formula": "C9H8NO6P",
  "method": "the ωB97M-V functional and the def2-TZVPD basis",
  "multiplicity": 1,
  "orbital_gap_ev": 8.54,
  "species": ["O", "C", "C", "C", "P", "O", "O", "O", "C", "O", "O", "H", "H", "H", "C", "C", "C", "N", "C", "C", "H", "H", "H", "H", "H"],
  "positions_angstrom": [[-4.418, -0.190, -2.277], [-4.014, -0.699, -1.289], [-3.878, 0.193, -0.066], [-2.582, 0.093, 0.217], [-1.719, 1.264, 1.318], [-2.666, 2.327, 1.652], [-0.627, 1.952, 0.332], [-0.851, 0.665, 2.504], [-2.092, -1.159, -0.477], [-1.239, -1.882, -0.125], [-3.117, -1.742, -1.262], [-4.631, 0.858, 0.332], [-0.971, 1.960, -0.569], [-1.155, -0.226, 2.734], [4.210, -0.459, -0.624], [3.780, 0.764, -0.135], [2.457, 0.884, 0.261], [1.571, -0.110, 0.197], [2.004, -1.278, -0.279], [3.307, -1.505, -0.698], [5.237, -0.594, -0.943], [4.455, 1.606, -0.062], [2.075, 1.820, 0.653], [1.260, -2.066, -0.321], [3.603, -2.475, -1.074]],
  "atomic_forces_ev_per_a": [[-1.4, -0.8, -1.0], [0.3, 1.9, -0.2], [0.3, -1.0, -0.1], [0.4, -0.5, 0.3], [0.5, 2.5, -1.5], [-0.8, -0.6, 0.8], [0.0, -1.2, 0.5], [-0.6, -0.6, -0.8], [-1.3, -1.6, 1.8], [1.9, -0.1, 0.0], [0.0, 1.7, 0.2], [0.1, 0.1, -0.2], [0.2, 0.2, 0.0], [0.3, 0.0, 0.2], [0.1, 0.0, 0.0], [0.0, -0.1, 0.0], [-0.2, 0.1, 0.1], [0.2, -0.2, -0.1], [-0.2, 0.0, 0.1], [0.0, 0.1, 0.0], [0.0, 0.0, 0.0], [0.0, 0.0, 0.0], [0.0, 0.0, 0.0], [0.0, 0.0, 0.0], [0.0, 0.0, 0.0]]
}



Record 4
{
  "formula": "C2H4S",
  "method": "the ωB97M-V functional and the def2-TZVPD basis",
  "multiplicity": 1,
  "orbital_gap_ev": [7.80, 7.79],
  "species": ["C", "C", "S", "H", "H", "H", "H"],
  "positions_angstrom": [[-0.321, -0.103, -0.764], [0.548, 0.168, 0.343], [-0.752, 0.403, -2.153], [-1.527, -1.184, 0.306], [0.359, -0.666, 1.147], [0.116, 0.962, 0.927], [1.577, 0.419, 0.195]],
  "atomic_forces_ev_per_a": [[-3.0, -1.6, 2.0], [-0.1, -2.1, 3.2], [0.2, 0.0, -0.9], [1.4, 1.5, -2.0], [1.2, 1.3, -1.8], [-0.5, 0.9, -0.1], [0.7, 0.0, -0.5]]
}



Record 5
{
  "formula": "C19H33FFeO19",
  "method": "the ωB97M-V functional and the def2-TZVPD basis",
  "multiplicity": 6,
  "total_charge": 1,
  "orbital_gap_ev": [8.05, 5.69],
  "s2": 8.762,
  "species": ["Fe", "C", "C", "O", "O", "H", "H", "H", "C", "C", "O", "O", "H", "H", "H", "C", "C", "O", "C", "O", "O", "F", "H", "H", "H", "C", "O", "C", "O", "O", "C", "H", "H", "H", "H", "H", "H", "C", "O", "C", "O", "O", "C", "H", "H", "H", "H", "H", "H", "C", "O", "C", "O", "O", "C", "H", "H", "H", "H", "H", "H", "C", "O", "C", "O", "O", "C", "H", "H", "H", "H", "H", "H"],
  "positions_angstrom": [[-0.721, -2.234, 1.872], [0.389, -5.988, 0.939], [0.037, -4.565, 1.306], [-0.756, -3.912, 0.590], [0.369, -3.991, 2.325], [1.442, -6.159, 1.162], [0.222, -6.180, -0.121], [-0.203, -6.644, 1.578], [-0.275, 0.784, -0.818], [-0.409, -0.494, 0.048], [-1.373, -0.579, 0.833], [0.453, -1.396, 0.286], [-0.457, 1.654, -0.185], [-0.988, 0.786, -1.643], [0.659, 0.856, -1.375], [-5.022, -0.302, 0.605], [-6.066, -1.363, 0.200], [-5.645, -1.704, -1.144], [-4.355, -1.238, -1.300], [-3.547, -1.520, -2.176], [-4.016, -0.428, -0.361], [-7.287, -0.823, 0.194], [-4.591, -0.623, 1.553], [-5.534, 0.646, 0.771], [-6.106, -2.293, 0.768], [-0.233, -0.406, -4.917], [0.549, -1.466, -5.407], [0.210, -2.162, -6.564], [-0.849, -2.067, -7.150], [1.275, -2.902, -6.910], [1.161, -3.930, -7.908], [-1.233, -0.528, -5.335], [0.106, 0.585, -5.219], [-0.440, -0.561, -3.858], [1.028, -3.508, -8.904], [0.346, -4.608, -7.656], [2.078, -4.517, -7.848], [2.949, 0.895, -2.907], [3.488, 1.812, -2.031], [3.205, 3.153, -2.255], [2.586, 3.560, -3.224], [3.741, 3.900, -1.250], [3.601, 5.341, -1.214], [1.944, 1.192, -3.207], [2.959, -0.165, -2.653], [3.450, 0.957, -3.873], [2.803, 5.716, -1.855], [4.533, 5.893, -1.340], [3.204, 5.519, -0.214], [0.682, -0.122, 5.406], [1.931, 0.024, 4.617], [1.946, -0.391, 3.339], [1.063, -1.090, 2.824], [2.989, 0.060, 2.756], [3.321, -0.192, 1.358], [0.843, 0.185, 6.440], [0.507, -1.196, 5.465], [-0.050, 0.552, 4.962], [3.569, -1.252, 1.300], [4.252, 0.371, 1.285], [2.568, -0.188, 0.570], [-1.284, 3.135, 7.093], [-0.601, 2.777, 5.843], [-1.120, 3.310, 4.755], [-2.080, 4.065, 4.759], [-0.395, 2.891, 3.756], [-0.577, 3.334, 2.442], [-2.257, 2.674, 7.263], [-1.191, 4.197, 7.318], [-0.797, 2.568, 7.887], [0.249, 3.962, 2.109], [-1.521, 3.879, 2.423], [-0.727, 2.452, 1.819]],
  "atomic_forces_ev_per_a": [[2.9, 0.1, -2.3], [0.6, 0.7, 0.1], [-0.8, -2.3, -1.9], [-2.0, 1.6, -1.3], [1.4, 1.9, 3.8], [0.0, 0.0, 0.1], [-0.2, 0.1, 0.2], [-0.1, 0.0, -0.1], [0.2, -1.4, -0.4], [1.6, 1.1, 0.0], [-2.7, -0.5, 1.9], [0.5, -0.1, -1.2], [0.1, -0.2, 0.0], [-0.6, -0.2, 0.4], [0.3, -0.1, 0.6], [-0.8, -1.6, 1.7], [0.8, 0.1, -1.1], [0.8, 0.3, 0.5], [1.1, -2.0, -3.7], [-2.4, 0.1, 1.5], [0.4, 2.4, 1.8], [-0.6, 0.1, -0.3], [0.1, 0.3, 0.2], [0.5, 0.3, -0.7], [0.1, 0.1, 0.1], [-2.2, -0.5, -0.8], [1.2, -1.3, -1.1], [-0.7, 0.9, 0.0], [1.4, -0.3, 0.8], [-0.2, 0.4, 0.8], [-0.4, -0.1, 0.2], [-0.2, 0.2, -0.3], [0.5, -0.2, 0.3], [0.7, 0.2, 0.2], [0.0, 0.0, 0.1], [-0.2, 0.2, -0.1], [0.0, 0.4, 0.0], [-1.1, -0.1, -3.0], [0.6, 2.2, 2.1], [-0.2, 0.2, -0.9], [0.8, -0.6, 1.7], [-0.1, -1.2, -1.0], [-1.3, -0.1, 0.6], [-0.3, -0.1, 0.3], [0.3, 0.4, 1.0], [0.4, -0.1, -0.1], [0.4, -0.3, -0.5], [0.0, -0.5, -0.2], [0.4, 0.1, 0.2], [1.1, -0.4, -0.6], [-0.4, 0.0, -0.3], [-1.8, -0.1, 1.7], [-0.6, -0.2, 0.0], [0.4, 0.7, -0.8], [1.0, -1.8, 0.7], [0.6, 0.3, -0.4], [-0.7, 0.2, -0.3], [-0.2, -0.6, 0.0], [0.5, -0.2, 0.2], [-0.5, 0.2, -0.8], [-0.4, 1.4, 0.5], [0.8, -1.0, 0.7], [-0.5, -0.3, 1.9], [-2.0, 1.9, 1.0], [1.1, -0.9, -0.7], [1.5, -1.1, -0.3], [-1.4, 0.4, -0.4], [-0.6, 0.7, -1.2], [-0.4, -0.2, -0.3], [1.0, 0.3, -0.2], [0.0, -0.2, 0.1], [0.1, 0.3, -0.3], [0.3, 0.0, -0.1]]
}



Record 6
{
  "formula": "C33H35Br2F3IN4O9P",
  "method": "the ωB97M-V functional and the def2-TZVPD basis",
  "multiplicity": 1,
  "orbital_gap_ev": 7.96,
  "species": ["C", "C", "Br", "C", "Br", "P", "C", "C", "C", "I", "C", "C", "O", "C", "F", "F", "F", "H", "H", "H", "H", "H", "H", "H", "H", "H", "H", "H", "H", "H", "H", "H", "O", "N", "O", "C", "C", "C", "C", "C", "C", "H", "H", "H", "H", "H", "O", "N", "O", "C", "C", "C", "C", "C", "C", "H", "H", "H", "H", "H", "O", "N", "O", "C", "C", "C", "C", "C", "C", "H", "H", "H", "H", "H", "O", "N", "O", "C", "C", "C", "C", "C", "C", "H", "H", "H", "H", "H"],
  "positions_angstrom": [[0.549, -1.383, 3.163], [0.767, -2.353, 2.029], [2.613, -2.601, 1.656], [-0.186, -2.948, 1.337], [0.214, -3.959, -0.218], [-2.106, -2.773, 1.564], [-2.409, -4.571, 1.743], [-2.942, -4.939, 3.139], [-2.001, -4.506, 4.263], [-2.083, -5.794, 5.950], [-4.019, -2.327, 1.727], [-4.372, -1.515, 2.959], [-5.735, -1.568, 3.327], [-3.957, -0.043, 2.802], [-4.935, 0.688, 2.244], [-3.657, 0.519, 3.987], [-2.866, 0.098, 2.018], [-0.397, -0.856, 3.063], [0.604, -1.887, 4.131], [1.329, -0.624, 3.147], [-2.115, -2.130, 0.312], [-1.875, -2.114, 2.782], [-3.141, -4.844, 0.982], [-1.488, -5.126, 1.582], [-3.033, -6.026, 3.152], [-3.943, -4.542, 3.311], [-0.963, -4.493, 3.933], [-2.241, -3.521, 4.655], [-4.661, -3.210, 1.730], [-4.270, -1.752, 0.828], [-3.843, -1.877, 3.846], [-6.264, -1.400, 2.538], [1.088, 1.322, 0.925], [0.693, 0.655, -0.011], [-0.244, -0.120, 0.050], [1.397, 0.775, -1.297], [2.481, 1.629, -1.376], [3.148, 1.727, -2.585], [2.729, 0.983, -3.679], [1.636, 0.132, -3.571], [0.956, 0.020, -2.369], [2.784, 2.203, -0.514], [3.994, 2.396, -2.672], [3.248, 1.077, -4.623], [1.308, -0.443, -4.426], [0.106, -0.637, -2.256], [0.968, 3.870, -3.224], [1.687, 4.624, -3.845], [2.484, 4.277, -4.696], [1.596, 6.066, -3.538], [0.728, 6.476, -2.542], [0.652, 7.829, -2.254], [1.434, 8.738, -2.955], [2.296, 8.299, -3.951], [2.385, 6.949, -4.251], [0.134, 5.748, -2.011], [-0.018, 8.173, -1.477], [1.371, 9.793, -2.724], [2.903, 9.008, -4.497], [3.048, 6.581, -5.019], [-2.875, -4.650, -1.622], [-3.386, -5.049, -2.650], [-4.404, -5.709, -2.708], [-2.710, -4.701, -3.914], [-1.544, -3.961, -3.853], [-0.907, -3.641, -5.042], [-1.442, -4.059, -6.254], [-2.617, -4.799, -6.286], [-3.265, -5.128, -5.106], [-1.151, -3.647, -2.896], [0.009, -3.067, -5.019], [-0.939, -3.808, -7.178], [-3.031, -5.122, -7.231], [-4.179, -5.703, -5.102], [3.354, 3.603, 1.195], [4.196, 2.906, 1.726], [5.017, 2.241, 1.125], [4.209, 2.850, 3.199], [3.242, 3.552, 3.896], [3.251, 3.482, 5.280], [4.213, 2.723, 5.934], [5.172, 2.028, 5.209], [5.176, 2.086, 3.825], [2.502, 4.127, 3.361], [2.503, 4.019, 5.846], [4.212, 2.671, 7.015], [5.918, 1.436, 5.722], [5.906, 1.550, 3.237]],
  "atomic_forces_ev_per_a": [[0.1, 0.0, 0.0], [0.1, 0.3, 0.4], [0.2, 0.0, -0.1], [-0.3, -0.1, -0.1], [0.1, -0.1, -0.2], [-0.4, 0.2, 0.1], [0.0, 0.1, 0.3], [0.0, -0.1, 0.0], [0.0, 0.2, -0.2], [0.0, -0.1, 0.1], [0.0, 0.1, -0.1], [0.0, 0.0, 0.1], [0.0, 0.0, 0.0], [0.1, 0.0, 0.1], [0.0, 0.0, -0.1], [-0.1, 0.0, -0.1], [0.0, 0.0, 0.1], [0.0, 0.0, 0.1], [-0.1, 0.0, 0.0], [0.0, 0.0, 0.0], [0.1, -0.2, -0.1], [0.1, 0.0, 0.0], [0.1, -0.1, -0.1], [0.0, 0.0, -0.2], [-0.1, 0.0, 0.0], [0.0, 0.0, 0.0], [0.0, -0.1, 0.0], [0.0, 0.0, 0.0], [0.1, 0.0, 0.0], [0.0, 0.0, 0.0], [0.1, 0.0, -0.1], [0.0, 0.0, 0.0], [0.0, 0.0, 0.0], [0.0, -0.1, 0.0], [-0.1, 0.1, 0.0], [0.0, 0.0, 0.0], [0.0, 0.0, 0.0], [0.1, 0.0, 0.0], [0.0, 0.0, 0.0], [0.0, 0.0, 0.0], [0.0, 0.0, -0.1], [0.0, 0.0, 0.0], [0.0, 0.0, 0.0], [0.0, 0.0, 0.0], [0.0, 0.0, 0.0], [0.0, 0.0, 0.0], [-0.1, 0.0, -0.1], [0.1, 0.0, 0.0], [0.0, 0.0, 0.0], [0.0, 0.0, 0.0], [0.0, 0.0, 0.0], [0.0, 0.0, 0.0], [0.0, 0.0, 0.0], [0.0, 0.0, 0.0], [0.0, 0.0, 0.0], [0.0, 0.0, 0.0], [0.0, 0.0, 0.0], [0.0, 0.0, 0.0], [0.0, 0.0, 0.0], [0.0, 0.0, 0.0], [-0.1, 0.0, 0.1], [0.0, 0.0, 0.0], [0.0, 0.0, 0.0], [0.0, 0.0, 0.0], [0.0, 0.0, 0.0], [0.0, 0.0, 0.0], [0.0, 0.0, 0.0], [0.0, 0.0, 0.0], [0.0, 0.0, 0.0], [0.0, 0.0, 0.0], [0.0, 0.0, 0.0], [0.0, 0.0, 0.0], [0.0, 0.0, 0.0], [0.0, 0.0, 0.0], [0.1, 0.1, 0.0], [0.0, -0.1, 0.0], [0.0, 0.1, 0.0], [0.0, 0.0, 0.0], [0.0, 0.0, 0.0], [0.0, 0.0, 0.0], [0.0, 0.0, 0.0], [0.0, 0.0, 0.0], [0.0, 0.0, 0.0], [0.0, 0.0, 0.0], [0.0, 0.0, 0.0], [0.0, 0.0, 0.0], [0.0, 0.0, 0.0], [0.0, 0.0, 0.0]]
}



Ordered E results: -2382.680453, -325.768359, -1195.352582, -476.628177, -3536.623813, -8260.925598; unit Ha.